# 1
Formula: C40H36BMnN8S
Source: the OMol25 dataset
Level of theory: ωB97M-V/def2-TZVPD

The geometry in ORCA input format:
```
! wB97M-V def2-TZVPD RIJCOSX def2/J DEFGRID3
* xyz 3 4
Mn -0.001 0.613 -1.098
C -1.536 -1.830 -5.211
C -1.433 -1.753 -3.732
C -1.868 -2.670 -2.786
C -1.453 -2.199 -1.542
N -0.846 -1.006 -1.721
N -0.838 -0.753 -3.064
B -0.142 0.522 -3.581
N 1.356 0.462 -3.086
N 1.697 0.228 -1.767
C 3.045 0.168 -1.691
C 3.561 0.375 -2.968
C 2.478 0.526 -3.826
C 2.500 0.700 -5.300
C 3.791 -0.101 -0.464
C 3.245 -0.870 0.565
C 3.985 -1.126 1.704
C 5.271 -0.618 1.835
C 5.832 0.125 0.805
C 5.096 0.383 -0.338
N -0.898 1.768 -2.977
N -1.203 1.943 -1.638
C -1.918 3.091 -1.523
C -2.072 3.629 -2.801
C -1.422 2.783 -3.688
C -1.311 2.940 -5.160
C -2.373 3.713 -0.280
C -1.811 3.404 0.960
C -2.181 4.093 2.099
C -3.126 5.108 2.020
C -3.712 5.410 0.798
C -3.344 4.718 -0.341
C -1.568 -2.949 -0.288
C -2.725 -3.690 -0.039
C -2.819 -4.483 1.091
C -1.755 -4.554 1.980
C -0.587 -3.846 1.723
C -0.493 -3.046 0.597
H -2.036 -2.752 -5.492
H -2.105 -0.994 -5.619
H -0.547 -1.815 -5.671
H -2.352 -3.611 -2.984
H -0.174 0.582 -4.758
H 4.600 0.367 -3.248
H 3.528 0.693 -5.652
H 1.959 -0.106 -5.797
H 2.043 1.643 -5.599
H 2.256 -1.295 0.435
H 3.571 -1.746 2.491
H 5.843 -0.807 2.734
H 6.845 0.492 0.892
H 5.520 0.983 -1.132
H -2.568 4.546 -3.061
H -1.791 3.872 -5.449
H -0.273 2.967 -5.490
H -1.812 2.126 -5.685
H -1.049 2.643 1.014
H -1.725 3.857 3.052
H -3.395 5.669 2.905
H -4.457 6.191 0.732
H -3.824 4.952 -1.281
H -3.558 -3.635 -0.728
H -3.715 -5.060 1.275
H -1.826 -5.183 2.858
H 0.264 -3.949 2.386
H 0.433 -2.537 0.356
S 0.173 0.530 5.372
C 0.086 0.448 3.606
C -0.944 -0.185 2.914
C -0.972 -0.117 1.539
N -0.018 0.500 0.819
C 0.961 1.139 1.493
C 1.038 1.152 2.865
C 0.112 -1.208 5.850
C -1.070 -1.921 6.027
C -0.981 -3.201 6.563
N 0.207 -3.657 6.867
C 1.358 -3.050 6.733
C 1.344 -1.765 6.204
H -1.749 -0.687 3.431
H -1.808 -0.521 0.985
H 1.711 1.651 0.901
H 1.832 1.695 3.360
H -2.044 -1.514 5.797
H -1.851 -3.819 6.774
H 2.270 -3.551 7.053
H 2.269 -1.217 6.097
*
```

Results
<S²>	3.782
HOMO (spin up / spin down)	-15.41 / -15.40	eV
frontier orbital gap (spin up / spin down)	6.35 / 3.27	eV
calculated total energy	-96791.9850	eV

Here are the Mulliken charges for atoms 1 to 4, given in e:
1. Mn -0.62
2. C -1.37
3. C 0.79
4. C -1.52

---

# 2
Formula: C10H12ClN2O2
Source: the OMol25 dataset
Level of theory: ωB97M-V/def2-TZVPD

The geometry in ORCA input format:
```
! wB97M-V def2-TZVPD RIJCOSX def2/J DEFGRID3
* xyz 1 1
C -1.040 2.882 -0.762
C -0.021 2.632 0.135
C -2.021 1.886 -0.815
C 0.136 1.454 0.789
C -0.892 0.509 0.664
C 2.299 0.646 1.224
C 2.602 0.110 -0.154
C 1.983 -1.314 -0.289
C 2.859 -2.409 0.024
C -4.510 -2.203 -0.389
N -1.992 0.877 0.006
N 1.240 1.300 1.533
O 0.862 -1.385 -0.729
O -3.643 -1.389 -0.244
Cl -0.779 -1.017 1.415
H -0.805 3.534 -1.477
H 0.825 3.340 0.340
H -2.924 2.120 -1.430
H 3.032 0.733 1.915
H 2.076 0.841 -0.835
H 3.662 0.081 -0.241
H 2.391 -3.348 -0.159
H 3.349 -2.453 0.966
H 3.767 -2.513 -0.710
H -5.499 -2.129 0.010
H -4.168 -3.059 -0.907
H -2.790 0.274 0.121
*
```

Results
HOMO	-12.64	eV
energy relative to the best compared isomer or geometry (same formula, charge and spin)	1.690	eV
frontier orbital gap	8.82	eV
calculated total energy	-30153.2394	eV

Here are the Mulliken charges for atoms 1 to 4, given in e:
1. C -0.82
2. C 0.09
3. C -0.07
4. C 0.06

---

# 3
Formula: C5H10O2
Source: the OMol25 dataset
Level of theory: ωB97M-V/def2-TZVPD

The geometry in ORCA input format:
```
! wB97M-V def2-TZVPD RIJCOSX def2/J DEFGRID3
* xyz 0 1
C -0.445 0.885 -2.036
C -0.588 0.885 -0.529
C -1.437 -0.181 0.110
O -0.865 -0.448 1.275
C 0.469 0.128 1.341
C 1.477 -0.966 1.598
O 0.685 0.732 0.104
H 0.108 1.768 -2.368
H -1.433 0.902 -2.507
H 0.090 -0.010 -2.363
H -1.042 1.840 -0.207
H -0.914 -1.513 -0.944
H -1.723 -1.177 -0.591
H 0.435 0.869 2.153
H 1.374 -1.731 0.823
H 2.494 -0.565 1.560
H 1.313 -1.419 2.579
*
```

Results
HOMO	-8.42	eV
energy relative to the best compared isomer or geometry (same formula, charge and spin)	5.015	eV
frontier orbital gap	9.25	eV
calculated total energy	-9438.0279	eV

Here are the Mulliken charges for atoms 1 to 4, given in e:
1. C -1.52
2. C 0.56
3. C -0.25
4. O -0.28

---

# 4
Formula: C4H12O
Source: the OMol25 dataset
Level of theory: ωB97M-V/def2-TZVPD

The geometry in ORCA input format:
```
! wB97M-V def2-TZVPD RIJCOSX def2/J DEFGRID3
* xyz 0 1
C 1.115 -1.567 -2.232
C 0.904 -0.559 -1.150
O 0.542 -1.131 -3.526
H 2.158 -1.514 -2.546
H 0.839 -2.613 -2.155
H 1.390 0.397 -1.290
H 0.246 -0.218 -3.442
H 1.359 -0.979 -0.240
H -0.131 -0.494 -0.810
C -0.620 1.588 1.825
C -1.514 0.537 2.512
H -0.936 1.731 0.790
H -0.675 2.587 2.267
H 0.442 1.367 1.863
H -0.874 -0.325 2.698
H -1.836 0.886 3.494
H -2.410 0.307 1.944
*
```

Results
HOMO	-10.00	eV
energy relative to the best compared isomer or geometry (same formula, charge and spin)	0.969	eV
SMILES string	CCO.CC
frontier orbital gap	10.93	eV
calculated total energy	-6389.1517	eV

Here are the Mulliken charges for atoms 1 to 4, given in e:
1. C -0.21
2. C -1.14
3. O -0.54
4. H 0.22

---

# 5
Formula: C8H24Co3FN8O24P2
Source: the OMol25 dataset
Level of theory: ωB97M-V/def2-TZVPD

The geometry in ORCA input format:
```
! wB97M-V def2-TZVPD RIJCOSX def2/J DEFGRID3
* xyz -1 10
Co -6.098 12.485 -10.850
Co -6.162 15.720 -10.999
Co -5.067 14.772 -13.793
P -8.244 13.927 -10.398
O -6.734 14.053 -9.828
O -8.029 15.150 -11.315
O -8.953 14.105 -9.060
O -8.006 12.476 -10.980
P -4.062 14.154 -11.399
O -4.139 12.793 -10.664
O -5.498 14.029 -12.030
O -3.430 14.339 -12.802
O -4.269 15.466 -10.606
F -5.724 16.590 -12.910
C -2.608 16.360 -16.998
N -2.907 16.728 -15.566
O -3.870 16.189 -15.057
O -2.182 17.517 -15.022
H -2.915 17.183 -17.634
H -3.248 15.496 -17.159
H -1.557 16.098 -17.052
C -2.988 15.340 -7.889
N -3.971 14.335 -7.472
O -3.585 13.270 -7.028
O -5.137 14.611 -7.577
H -3.480 16.219 -8.278
H -2.489 14.878 -8.739
H -2.341 15.507 -7.033
C -2.215 17.484 -11.256
N -0.962 18.223 -11.546
O -0.106 18.192 -10.667
O -0.895 18.901 -12.552
H -1.911 16.554 -10.791
H -2.736 17.346 -12.201
H -2.871 18.023 -10.579
C -0.387 14.289 -12.407
N 0.073 14.369 -13.812
O -0.057 13.379 -14.506
O 0.482 15.434 -14.218
H -1.157 15.035 -12.235
H 0.444 14.638 -11.792
H -0.715 13.280 -12.204
C -9.936 14.665 -13.669
N -9.007 13.527 -13.826
O -7.814 13.758 -13.820
O -9.453 12.397 -13.907
H -10.915 14.242 -13.490
H -9.862 15.290 -14.557
H -9.477 15.249 -12.866
C -1.535 10.935 -9.954
N -0.527 10.522 -8.969
O -0.187 9.359 -8.941
O -0.093 11.359 -8.213
H -1.986 10.017 -10.314
H -1.070 11.494 -10.762
H -2.230 11.620 -9.471
C -2.854 11.680 -14.364
N -3.165 12.607 -15.485
O -4.116 13.361 -15.326
O -2.520 12.520 -16.486
H -2.720 10.703 -14.829
H -3.605 11.549 -13.591
H -1.911 11.968 -13.907
C -4.840 10.566 -7.249
N -6.112 10.763 -7.960
O -6.037 11.174 -9.105
O -7.124 10.410 -7.419
H -4.538 9.521 -7.247
H -4.844 11.019 -6.265
H -4.073 11.074 -7.828
*
```

Results
<S²>	24.773
HOMO (spin up / spin down)	-4.48 / -4.62	eV
energy relative to the best compared isomer or geometry (same formula, charge and spin)	0.000	eV
frontier orbital gap (spin up / spin down)	5.59 / 5.69	eV
calculated total energy	-203908.8995	eV

Here are the Mulliken charges for atoms 1 to 4, given in e:
1. Co 0.70
2. Co 0.85
3. Co 0.76
4. P 0.92

---

# 6
Formula: C24H20N6O4Pd
Source: the OMol25 dataset
Level of theory: ωB97M-V/def2-TZVPD

The geometry in ORCA input format:
```
! wB97M-V def2-TZVPD RIJCOSX def2/J DEFGRID3
* xyz -2 1
Pd 0.391 -0.075 4.078
N 0.914 -1.237 5.744
C -0.103 -0.809 6.743
C 0.008 0.713 6.820
O 0.060 1.250 7.939
N 0.144 1.262 5.612
C 0.902 2.510 5.565
C 2.355 2.338 5.037
O 2.976 3.410 4.883
O 2.741 1.162 4.803
H 0.992 -2.242 5.670
H 1.824 -0.834 5.969
H 0.056 -1.229 7.736
H -1.079 -1.111 6.361
H 0.989 2.907 6.577
H 0.406 3.270 4.959
C -1.523 0.444 -9.443
O -0.991 -0.659 -8.745
C -0.873 -0.536 -7.386
C -0.329 -1.625 -6.718
C -0.173 -1.587 -5.342
C -0.551 -0.471 -4.599
C -1.092 0.608 -5.283
C -1.257 0.587 -6.664
C -0.399 -0.392 -3.138
N -0.763 0.632 -2.407
C -0.443 0.297 -1.108
C 0.122 -0.959 -1.072
N 0.138 -1.386 -2.376
C 0.576 -1.647 0.120
C 1.164 -2.863 0.191
C 1.574 -3.380 1.485
C 1.321 -2.601 2.586
N 0.725 -1.407 2.580
C 0.352 -0.853 1.311
C -0.183 0.385 1.308
N -0.318 1.041 2.558
C -0.888 2.248 2.585
C -1.341 2.927 1.478
C -1.196 2.302 0.194
C -0.642 1.071 0.106
H -1.529 0.169 -10.495
H -0.910 1.339 -9.308
H -2.546 0.666 -9.125
H -0.033 -2.495 -7.289
H 0.252 -2.453 -4.850
H -1.385 1.476 -4.706
H -1.683 1.451 -7.154
H 0.524 -2.255 -2.696
H 1.338 -3.445 -0.712
H 2.068 -4.335 1.596
H 1.616 -2.970 3.566
H -0.989 2.679 3.574
H -1.780 3.908 1.590
H -1.528 2.801 -0.711
*
```

Results
HOMO	0.98	eV
energy relative to the best compared isomer or geometry (same formula, charge and spin)	0.000	eV
frontier orbital gap	2.36	eV
calculated total energy	-45824.7188	eV

Here are the Mulliken charges for atoms 1 to 4, given in e:
1. Pd 0.85
2. N -0.48
3. C -0.57
4. C 0.52

---

Number 1: largest force on an atom 1.456 eV/A. Number 2: largest force on an atom 5.035 eV/A. Number 3: largest force on an atom 0.362 eV/A. Number 4: largest force on an atom 3.580 eV/A. Number 5: largest force on an atom 6.254 eV/A. Number 6: largest force on an atom 0.572 eV/A.